# 1
C24H45F3N10O7P2 | ωB97M-V/def2-TZVPD

As for the charge: 0. Its HOMO-LUMO gap is 7.00 eV. As for the relative energy (zero: lowest compared OMol25 entry of this formula, charge and spin): 0.00 kcal/mol. The SMILES is COCc1nc2c(CCC(C)C)cc(P(C)C)c(P(C)O)c2nc1COC(F)(F)F.NC(N)=O.NC(N)=O.NC(N)=O.NC(N)=O.

Cartesian coordinates (Å):
1 C 3.42 1.11 3.06
2 O 4.00 0.43 1.95
3 C 3.09 -0.52 1.41
4 C 1.75 0.11 0.99
5 N 0.66 -0.38 1.55
6 C -0.43 0.31 1.11
7 C -1.74 -0.14 1.63
8 C -1.80 -1.36 2.58
9 C -1.81 -2.64 1.70
10 C -3.03 -2.77 0.75
11 C -4.35 -2.79 1.61
12 C -2.94 -4.08 -0.08
13 C -2.91 0.45 1.30
14 C -2.89 1.59 0.41
15 P -4.52 2.39 0.05
16 C -5.85 1.39 0.88
17 C -4.45 3.99 1.03
18 C -1.69 2.06 -0.13
19 P -1.81 3.54 -1.25
20 C -2.93 3.03 -2.67
21 O -0.38 3.89 -2.00
22 C -0.46 1.39 0.22
23 N 0.70 1.83 -0.35
24 C 1.79 1.19 0.04
25 C 3.10 1.67 -0.59
26 O 3.85 0.62 -1.21
27 C 3.55 0.45 -2.51
28 F 2.29 0.05 -2.71
29 F 4.34 -0.56 -2.96
30 F 3.85 1.52 -3.27
31 H 4.17 1.35 3.82
32 H 2.91 2.02 2.69
33 H 2.66 0.47 3.54
34 H 2.89 -1.26 2.23
35 H 3.50 -1.08 0.57
36 H -0.91 -1.28 3.22
37 H -2.69 -1.26 3.21
38 H -1.68 -3.53 2.35
39 H -0.91 -2.58 1.06
40 H -3.07 -1.94 0.03
41 H -5.01 -1.97 1.29
42 H -4.13 -2.74 2.68
43 H -4.84 -3.76 1.46
44 H -3.93 -4.49 -0.33
45 H -2.44 -3.88 -1.05
46 H -2.38 -4.87 0.44
47 H -3.83 0.06 1.73
48 H -5.73 1.35 1.98
49 H -6.82 1.84 0.66
50 H -5.88 0.36 0.48
51 H -4.64 4.87 0.40
52 H -3.48 4.11 1.53
53 H -5.22 3.99 1.82
54 H -3.16 1.96 -2.54
55 H -2.40 3.25 -3.61
56 H -3.83 3.65 -2.57
57 H -0.21 3.33 -2.77
58 H 2.86 2.47 -1.30
59 H 3.67 2.16 0.22
60 N 4.23 -5.23 4.08
61 C 3.81 -4.24 3.24
62 N 4.41 -4.24 2.01
63 O 2.97 -3.42 3.55
64 H 4.93 -5.91 3.85
65 H 3.81 -5.25 5.00
66 H 4.13 -3.53 1.36
67 H 5.11 -4.90 1.73
68 N 6.66 -1.27 -5.63
69 C 7.13 -0.16 -6.28
70 N 6.59 1.03 -5.85
71 O 7.96 -0.21 -7.17
72 H 5.98 -1.24 -4.90
73 H 7.03 -2.15 -5.92
74 H 6.91 1.86 -6.30
75 H 5.91 1.09 -5.12
76 N -3.57 -0.47 -5.34
77 C -2.52 0.37 -5.55
78 N -1.36 -0.24 -5.92
79 O -2.61 1.58 -5.41
80 H -3.52 -1.46 -5.45
81 H -4.45 -0.05 -5.06
82 H -0.56 0.35 -6.08
83 H -1.26 -1.23 -6.04
84 N -0.55 2.75 6.26
85 C -1.10 2.01 5.25
86 N -0.51 2.15 4.03
87 O -2.06 1.27 5.43
88 H 0.23 3.37 6.13
89 H -0.97 2.67 7.17
90 H -0.89 1.61 3.27
91 H 0.27 2.75 3.86

---

# 2
C24H45IP2Zr | ωB97M-V/def2-TZVPD

As for the charge: +2. Its HOMO-LUMO gap is 5.50 eV.

Cartesian coordinates (Å):
1 Zr 0.19 -0.63 -0.79
2 C 1.55 -3.81 -0.65
3 C 0.65 -3.85 0.42
4 C -0.34 -2.70 -1.31
5 C 1.02 -2.95 -1.69
6 C -0.47 -2.99 0.11
7 C 2.90 -4.43 -0.66
8 H 3.56 -3.89 0.06
9 H 3.36 -4.34 -1.65
10 H 2.88 -5.49 -0.39
11 C 1.55 -2.74 -3.06
12 H 2.61 -3.03 -3.09
13 H 1.43 -1.68 -3.34
14 H 0.98 -3.33 -3.81
15 C -1.30 -2.03 -2.23
16 H -1.15 -2.45 -3.23
17 H -1.10 -0.87 -2.39
18 H -2.33 -2.19 -1.93
19 C -1.70 -2.80 0.90
20 H -1.67 -3.35 1.85
21 H -2.57 -3.16 0.32
22 H -1.92 -1.75 1.20
23 C 0.76 -4.65 1.67
24 H 1.13 -5.66 1.43
25 H -0.19 -4.79 2.19
26 H 1.45 -4.21 2.40
27 C 0.76 3.77 1.62
28 C 1.55 3.21 2.55
29 C 1.32 3.07 4.02
30 C -0.19 3.03 4.52
31 C -1.23 2.15 3.89
32 C -1.87 2.36 2.74
33 C -1.78 3.50 1.76
34 C -0.55 4.44 1.95
35 H 1.84 3.84 4.64
36 H -0.54 4.06 4.58
37 H 1.71 2.06 4.29
38 H -0.49 4.85 2.98
39 H 0.94 3.62 0.55
40 H 2.46 2.72 2.22
41 H -0.66 5.32 1.29
42 H -1.90 3.15 0.71
43 H -2.28 1.47 2.25
44 H -2.68 4.13 1.90
45 H -0.17 2.68 5.57
46 H -1.46 1.27 4.51
47 P 2.40 0.30 -1.48
48 C 3.76 -0.53 -2.42
49 H 4.61 0.19 -2.51
50 H 3.45 -0.86 -3.44
51 H 4.12 -1.43 -1.87
52 C 2.01 1.73 -2.56
53 H 2.94 2.14 -3.00
54 H 1.51 2.52 -1.98
55 H 1.32 1.45 -3.38
56 C 3.40 0.96 -0.09
57 H 4.25 1.56 -0.45
58 H 3.79 0.12 0.52
59 H 2.77 1.55 0.59
60 P -2.67 0.52 -1.22
61 C -4.20 -0.44 -0.76
62 H -5.09 -0.01 -1.24
63 H -4.36 -0.41 0.32
64 H -4.15 -1.50 -1.06
65 C -3.47 2.16 -0.89
66 H -4.45 2.23 -1.40
67 H -2.83 2.97 -1.26
68 H -3.64 2.28 0.19
69 C -3.10 0.53 -3.04
70 H -4.10 0.98 -3.19
71 H -3.13 -0.49 -3.46
72 H -2.37 1.10 -3.62
73 I 1.18 -0.55 1.82

---

# 3
C24H45KN6SSi2Te | ωB97M-V/def2-TZVPD

As for the charge: 0. Its HOMO-LUMO gap is 6.66 eV. As for the relative energy (zero: lowest compared OMol25 entry of this formula, charge and spin): 27.17 kcal/mol.

Cartesian coordinates (Å):
1 K -0.84 1.08 -1.07
2 C -0.82 -2.97 -3.93
3 C -0.58 -1.92 -2.87
4 N -1.47 -1.33 -2.19
5 C -2.89 -1.54 -2.32
6 C -3.61 -0.39 -1.61
7 N -3.20 -0.38 -0.21
8 C -3.52 0.85 0.51
9 C -2.67 0.97 1.78
10 N -1.28 1.17 1.40
11 C -0.31 1.39 2.46
12 C 1.02 1.71 1.78
13 N 1.30 0.66 0.82
14 C 2.10 0.84 -0.14
15 C 2.91 2.09 -0.41
16 C 2.14 -0.22 -1.20
17 C 3.31 -0.65 -1.83
18 C 3.19 -1.53 -2.89
19 C 1.93 -1.95 -3.29
20 C 0.82 -1.51 -2.57
21 N 0.95 -0.67 -1.55
22 H -1.85 -3.32 -3.91
23 H -0.16 -3.82 -3.78
24 H -0.62 -2.55 -4.91
25 H -3.17 -2.48 -1.83
26 H -3.22 -1.59 -3.36
27 H -4.69 -0.56 -1.67
28 H -3.38 0.56 -2.13
29 H -2.20 -0.52 -0.20
30 H -4.58 0.84 0.78
31 H -3.34 1.75 -0.11
32 H -2.81 0.07 2.39
33 H -3.01 1.84 2.35
34 H -0.96 0.32 0.94
35 H -0.19 0.51 3.11
36 H -0.62 2.24 3.08
37 H 1.83 1.78 2.51
38 H 0.93 2.69 1.28
39 H 2.22 2.85 -0.79
40 H 3.68 1.93 -1.16
41 H 3.36 2.46 0.51
42 H 4.28 -0.31 -1.49
43 H 4.07 -1.88 -3.41
44 H 1.83 -2.61 -4.14
45 C -3.94 -4.99 1.68
46 Si -3.82 -3.89 3.21
47 C -4.48 -4.84 4.70
48 C -4.80 -2.31 2.93
49 C -2.00 -3.44 3.49
50 Te -1.13 -2.57 1.72
51 C 0.90 -2.90 2.40
52 Si 1.59 -4.48 1.65
53 C 3.35 -4.81 2.24
54 C 1.62 -4.26 -0.22
55 C 0.49 -5.96 2.08
56 H -4.97 -5.32 1.51
57 H -3.32 -5.88 1.78
58 H -3.61 -4.45 0.79
59 H -5.52 -5.13 4.54
60 H -4.45 -4.23 5.61
61 H -3.91 -5.75 4.89
62 H -5.86 -2.53 2.80
63 H -4.45 -1.80 2.03
64 H -4.70 -1.62 3.78
65 H -1.42 -4.33 3.74
66 H -1.89 -2.73 4.32
67 H 0.86 -2.94 3.49
68 H 1.47 -2.02 2.10
69 H 3.99 -3.95 2.05
70 H 3.78 -5.67 1.73
71 H 3.38 -5.02 3.32
72 H 2.32 -3.46 -0.49
73 H 0.63 -3.98 -0.59
74 H 1.93 -5.17 -0.74
75 H 0.50 -6.16 3.15
76 H 0.84 -6.86 1.57
77 H -0.54 -5.78 1.77
78 S -2.57 3.46 -3.91
79 C -1.35 3.33 -2.85
80 N -0.49 3.17 -2.07

---

no.,DFT total energy (Eh),HOMO (eV)
1,-2998.20446,-7.36
2,-1968.30312,-13.34
3,-3115.23409,-6.96